w.
C3H7N3S | ωB97M-V/def2-TZVPD

- Gap between HOMO and LUMO: 9.0 eV
- Highest occupied orbital energy: -8.51 eV
- SMILES: N/N=C\CNC=S
- Charge: 0
- LUMO energy: 0.530 eV

Each line ends with the Mulliken charge.
Cartesian coordinates (Å):
N -1.52 2.13 -0.20  -0.4333
N -2.03 0.85 -0.08  -0.4250
C -1.16 -0.07 0.00  0.0529
C 0.33 0.11 -0.24  -0.7143
N 1.04 -1.15 -0.26  -0.1391
C 1.57 -1.73 0.83  -0.1087
S 1.44 -1.10 2.34  -0.3265
H -0.64 2.22 -0.77  0.2032
H -2.13 2.78 -0.73  0.2705
H -1.53 -1.02 0.32  0.4066
H 0.56 0.62 -1.23  0.2961
H 0.73 0.69 0.55  0.3495
H 1.17 -1.69 -1.15  0.2799
H 2.17 -2.64 0.62  0.2883

x.
C3H7N3S | ωB97M-V/def2-TZVPD

- Gap between HOMO and LUMO: 8.8 eV
- Highest occupied orbital energy: -8.20 eV
- Charge: 0
- LUMO energy: 0.637 eV

Each line ends with the Mulliken charge.
Cartesian coordinates (Å):
C -3.09 -0.42 0.03  0.3249
C 0.16 1.16 -0.45  -0.4858
C 2.17 0.34 0.43  -0.9031
N -2.53 -1.48 -0.07  -0.3881
N 0.28 -1.12 -0.02  -0.7772
N 0.82 0.06 -0.06  0.4225
S -4.27 0.58 0.22  -0.3306
H 0.73 1.99 -0.58  0.3266
H -0.83 1.15 -1.01  0.2052
H 2.77 0.54 -0.45  0.2932
H 1.95 1.19 1.07  0.3409
H 2.40 -0.59 0.90  0.3494
H -1.63 -1.56 -0.40  0.4387
H 1.06 -1.84 0.39  0.1834

Relative calculated energies, zero for the most stable structure, unit hartree: w 0.0000; x 0.0787.

w.
C2H8O2 | ωB97M-V/def2-TZVPD

- Gap between HOMO and LUMO: 11.3 eV
- Highest occupied orbital energy: -10.43 eV
- SMILES: CO.CO
- Charge: 0
- LUMO energy: 0.859 eV

Each line ends with the Mulliken charge.
Cartesian coordinates (Å):
C -0.90 -1.81 0.79  -0.4232
O 0.38 -2.20 1.29  -0.5027
H -0.68 -1.22 -0.10  0.1482
H -1.51 -2.71 0.67  0.2529
H -1.36 -1.11 1.50  0.2310
H 0.33 -2.33 2.24  0.2964
C 0.23 2.23 -0.43  -0.3955
O 0.45 1.72 -1.76  -0.5014
H 1.25 2.29 -0.06  0.1984
H -0.35 1.52 0.13  0.1411
H -0.21 3.23 -0.38  0.2666
H -0.36 1.81 -2.26  0.2880

x.
C2H8O2 | ωB97M-V/def2-TZVPD

- Gap between HOMO and LUMO: 11.6 eV
- Highest occupied orbital energy: -10.65 eV
- SMILES: [H][H].C1CO1.O
- Charge: 0
- LUMO energy: 0.945 eV

Each line ends with the Mulliken charge.
Cartesian coordinates (Å):
H -0.02 -2.68 3.65  0.0357
H 0.64 -2.63 3.31  -0.0355
C 0.57 0.53 0.64  -0.3561
C -0.41 0.90 1.71  -0.2804
O -0.84 0.52 0.45  -0.3589
H 0.98 -0.42 0.89  0.2929
H 0.96 1.41 0.14  0.2915
H -0.72 0.19 2.47  0.1996
H -0.48 1.94 1.98  0.2137
O 0.44 -1.13 -2.98  -0.6395
H 0.58 -0.42 -3.62  0.3105
H 0.35 -0.65 -2.16  0.3266

y.
C2H8O2 | ωB97M-V/def2-TZVPD

- Gap between HOMO and LUMO: 11.0 eV
- Highest occupied orbital energy: -9.95 eV
- SMILES: [H][H].CC=O.O
- Charge: 0
- LUMO energy: 1.006 eV

Each line ends with the Mulliken charge.
Cartesian coordinates (Å):
H 3.30 1.34 2.66  0.2013
H 2.58 1.16 2.72  -0.1969
C -0.16 -0.72 2.07  -0.7944
C -0.04 0.78 1.97  0.0122
O -0.60 1.57 2.67  -0.4707
H 0.86 -1.10 2.02  0.2471
H -0.72 -1.00 2.97  0.2928
H -0.68 -1.10 1.19  0.2799
H 0.64 1.11 1.16  0.4287
O -2.09 -0.59 -6.38  -0.6400
H -1.30 -0.59 -5.82  0.3196
H -1.79 -0.85 -7.25  0.3204

Relative calculated energies, zero for the most stable structure, unit hartree: w 0.0000; x 0.0579; y 0.0081.

w.
C4H15N2O2 | ωB97M-V/def2-TZVPD

- Gap between HOMO and LUMO (spin up / spin down): 11.2 / 7.4 eV
- ⟨S²⟩: 0.7672
- Highest occupied orbital energy (spin up / spin down): -18.75 / -18.77 eV
- Charge: +2
- LUMO energy (spin up / spin down): -7.596 / -11.364 eV
- 2S+1: 2

Each line ends with the Löwdin spin population.
Cartesian coordinates (Å):
C 1.62 1.06 2.74  0.0017
C 0.69 -0.01 2.18  0.0055
C 0.35 -0.10 0.72  0.0965
C 0.37 1.02 -0.12  0.5341
N -0.39 1.16 -1.38  0.0629
N 0.07 -1.33 0.31  0.2472
H 1.35 2.15 2.78  0.0002
H 2.67 0.79 2.63  -0.0003
H 1.36 1.12 3.81  0.0009
H -0.22 -0.14 2.79  -0.0034
H 1.15 -0.98 2.44  0.0016
H 0.90 1.93 0.18  0.0162
H -0.82 0.26 -1.61  0.0002
H -1.17 1.83 -1.12  0.0138
H 0.17 1.42 -2.19  0.0098
H 0.03 -1.59 -0.69  0.0036
H -0.12 -2.07 0.99  0.0057
H -3.52 0.58 -2.31  0.0000
H -3.59 0.67 -0.81  0.0001
O -3.09 1.01 -1.56  0.0012
H 1.94 -2.60 -1.76  -0.0001
H 0.76 -3.16 -2.48  0.0000
O 1.00 -2.41 -1.92  0.0026

x.
C4H15N2O2 | ωB97M-V/def2-TZVPD

- Gap between HOMO and LUMO (spin up / spin down): 11.6 / 6.7 eV
- ⟨S²⟩: 0.7542
- Highest occupied orbital energy (spin up / spin down): -18.71 / -18.70 eV
- Charge: +2
- LUMO energy (spin up / spin down): -7.084 / -12.006 eV
- 2S+1: 2

Each line ends with the Löwdin spin population.
Cartesian coordinates (Å):
N 1.13 -0.95 -0.28  0.0003
C 0.42 0.02 0.69  0.0226
C 1.15 1.34 0.53  0.0054
O 2.52 0.99 0.68  0.0079
C -1.12 -0.03 0.44  0.0665
N -1.60 1.16 -0.24  0.6786
C -2.94 1.70 -0.02  0.0953
H 0.95 -1.93 -0.05  0.0004
H 2.15 -0.83 -0.21  0.0001
H 0.75 -0.87 -1.23  0.0003
H 0.66 -0.43 1.64  0.0009
H 0.88 2.08 1.28  0.0008
H 1.05 1.78 -0.47  0.0027
H 2.91 1.51 1.39  0.0000
H -1.43 -0.98 -0.02  0.0320
H -1.66 -0.08 1.38  0.0005
H -1.48 1.18 -1.26  0.0116
H -3.15 1.91 1.02  0.0096
H -3.61 0.89 -0.38  0.0586
H -3.04 2.58 -0.64  0.0056
H 1.21 -3.72 -1.90  0.0000
H 2.35 -4.04 -0.96  0.0000
O 1.91 -3.29 -1.39  0.0000

Relative calculated energies, zero for the most stable structure, unit hartree: w 0.0000; x 0.0031.

w.
C4H14N2 | ωB97M-V/def2-TZVPD

- Gap between HOMO and LUMO: 9.9 eV
- Highest occupied orbital energy: -9.07 eV
- SMILES: CCN.CCN
- Charge: 0
- LUMO energy: 0.803 eV

Each line ends with the Mulliken charge.
Cartesian coordinates (Å):
C -2.05 2.60 -0.61  -1.0503
C -2.87 1.71 0.35  -0.2224
N -3.49 2.59 1.37  -0.5183
H -2.65 3.34 -1.09  0.3340
H -1.53 1.90 -1.32  0.2791
H -1.21 3.11 -0.11  0.3082
H -2.21 1.04 0.89  0.2634
H -3.53 1.10 -0.32  0.2203
H -4.01 3.41 1.03  0.1929
H -3.98 2.06 2.10  0.1925
C 3.76 -2.66 -0.03  -1.1123
C 2.60 -1.87 -0.66  -0.1937
N 1.39 -2.62 -0.33  -0.6222
H 3.83 -2.56 1.06  0.3317
H 4.74 -2.23 -0.41  0.3045
H 3.82 -3.72 -0.32  0.3206
H 2.64 -1.69 -1.75  0.3136
H 2.69 -0.78 -0.19  0.1918
H 1.39 -2.82 0.66  0.2477
H 0.66 -1.90 -0.32  0.2190

x.
C4H14N2 | ωB97M-V/def2-TZVPD

- Gap between HOMO and LUMO: 8.0 eV
- Highest occupied orbital energy: -6.90 eV
- Charge: 0
- LUMO energy: 1.059 eV

Each line ends with the Mulliken charge.
Cartesian coordinates (Å):
C -1.09 0.05 0.13  0.3248
C -1.97 1.18 -0.33  -1.4332
N -1.07 -0.01 1.59  -0.6230
N -1.43 -1.17 -0.59  -0.6246
H 0.28 0.19 -0.57  0.2592
H -2.01 -0.07 1.99  0.2391
H -0.53 -0.80 1.92  0.2262
H -0.89 -1.96 -0.26  0.2334
H -2.41 -1.41 -0.52  0.2329
H -1.67 2.12 0.14  0.3566
H -3.03 1.00 -0.05  0.3713
H -1.94 1.29 -1.41  0.3719
C 2.63 -0.70 -0.11  -0.9289
C 1.92 0.58 -0.51  -0.8431
H 3.70 -0.68 -0.34  0.3252
H 2.20 -1.56 -0.63  0.2887
H 2.53 -0.89 0.96  0.2779
H 1.97 0.80 -1.58  0.3337
H 2.28 1.46 0.03  0.3553
H 0.53 0.59 0.14  0.2566

y.
C4H14N2 | ωB97M-V/def2-TZVPD

- Gap between HOMO and LUMO: 9.6 eV
- Highest occupied orbital energy: -8.55 eV
- SMILES: CNC.CNC
- Charge: 0
- LUMO energy: 1.096 eV

Each line ends with the Mulliken charge.
Cartesian coordinates (Å):
C 3.33 -3.39 1.64  -0.7779
N 2.55 -2.45 2.44  -0.4099
C 1.09 -2.77 2.38  -0.6735
H 3.05 -4.38 2.05  0.3079
H 4.43 -3.29 1.69  0.2840
H 3.03 -3.35 0.58  0.2385
H 3.00 -2.41 3.37  0.2489
H 0.75 -2.64 1.34  0.2266
H 0.40 -2.24 3.05  0.2847
H 1.06 -3.85 2.63  0.2707
C -3.20 2.36 -2.40  -0.8233
N -2.30 3.47 -2.68  -0.3758
C -1.39 3.83 -1.57  -0.6421
H -3.95 2.50 -3.19  0.2729
H -3.72 2.38 -1.42  0.3353
H -2.74 1.36 -2.52  0.2593
H -1.91 3.17 -3.58  0.2370
H -0.48 3.20 -1.60  0.2424
H -1.94 3.60 -0.65  0.2558
H -1.08 4.88 -1.55  0.2386

Relative calculated energies, zero for the most stable structure, unit hartree: w 0.0000; x 0.1469; y 0.0273.

w.
C9H17N3O5 | ωB97M-V/def2-TZVPD

- Gap between HOMO and LUMO: 10.3 eV
- Highest occupied orbital energy: -9.88 eV
- SMILES: C[C@@H](O)[C@H](NC(=O)[C@@H](N)CCC(N)=O)C(=O)O
- Charge: 0
- LUMO energy: 0.409 eV

Each line ends with the Mulliken charge.
Cartesian coordinates (Å):
C -1.93 -2.32 1.19  -1.6318
C -1.02 -1.49 0.28  0.6908
O -0.59 -2.26 -0.85  -0.6601
C -1.56 -0.11 -0.18  0.4367
N -1.10 0.94 0.69  -0.3581
C 0.00 1.75 0.61  0.1677
O 0.33 2.40 1.58  -0.6458
C 0.75 1.89 -0.72  -0.1443
N 1.55 3.11 -0.74  -0.7560
C 1.58 0.62 -1.09  -0.2990
C 2.65 0.26 -0.06  -0.4336
C 2.99 -1.22 -0.02  0.1715
N 4.24 -1.51 0.46  -0.3842
O 2.10 -2.07 -0.18  -0.6610
C -3.12 0.03 -0.43  0.1074
O -3.81 -0.82 -0.97  -0.5845
O -3.60 1.12 0.12  -0.5669
H -2.83 -2.65 0.67  0.3631
H -1.41 -3.19 1.57  0.4498
H -2.20 -1.68 2.04  0.3218
H -0.18 -1.14 0.90  0.1176
H 0.37 -2.42 -0.83  0.5058
H -1.16 -0.03 -1.17  0.2520
H -1.23 0.76 1.72  0.3346
H -0.01 1.99 -1.50  0.5355
H 0.97 3.91 -0.66  0.3069
H 2.04 3.10 0.13  0.3114
H 1.94 0.78 -2.13  0.4524
H 0.86 -0.23 -1.07  0.0242
H 2.18 0.47 0.90  0.1849
H 3.56 0.87 -0.15  0.3697
H 4.91 -0.76 0.42  0.2183
H 4.50 -2.49 0.51  0.2842
H -2.78 1.53 0.49  0.5192

x.
C9H17N3O5 | ωB97M-V/def2-TZVPD

- Gap between HOMO and LUMO: 10.2 eV
- Highest occupied orbital energy: -9.67 eV
- SMILES: C[C@@H](O)[C@H](NC(=O)[C@@H](N)CCC(N)=O)C(=O)O
- Charge: 0
- LUMO energy: 0.484 eV

Each line ends with the Mulliken charge.
Cartesian coordinates (Å):
C 2.83 0.74 -1.70  -1.7894
C 1.41 0.44 -1.28  0.7164
O 0.54 0.89 -2.28  -0.6322
C 1.06 -1.03 -0.96  0.5014
N 1.22 -1.38 0.45  -0.3003
C 0.18 -1.41 1.33  0.2803
O 0.52 -1.26 2.48  -0.6526
C -1.30 -1.46 0.95  0.0000
N -2.13 -1.80 2.13  -0.7486
C -1.82 -0.07 0.36  -0.7028
C -1.51 1.15 1.25  -0.2607
C -1.65 2.45 0.43  0.1605
N -2.36 3.53 0.94  -0.4339
O -1.00 2.57 -0.63  -0.6819
C 1.98 -2.01 -1.79  0.1390
O 2.21 -1.83 -2.95  -0.5528
O 2.50 -2.94 -1.05  -0.5682
H 3.06 0.40 -2.68  0.4472
H 3.00 1.82 -1.71  0.4536
H 3.56 0.30 -0.96  0.3043
H 1.25 1.02 -0.34  0.1069
H -0.13 1.46 -1.87  0.4979
H 0.02 -1.19 -1.37  0.0804
H 2.00 -1.00 0.99  0.2688
H -1.54 -2.20 0.10  0.4339
H -2.15 -2.84 2.18  0.3076
H -1.50 -1.49 2.93  0.3459
H -2.90 -0.08 0.18  0.5374
H -1.33 0.07 -0.64  0.1309
H -0.45 1.06 1.49  0.1882
H -2.06 1.19 2.20  0.4145
H -3.06 3.33 1.64  0.2242
H -2.44 4.37 0.38  0.2649
H 1.96 -2.80 -0.20  0.5193

Relative calculated energies, zero for the most stable structure, unit hartree: w 0.0000; x 0.0111.